# 1
{"formula": "C30H48IN7O3P", "method": "ωB97M-V/def2-TZVPD", "homo_ev": -11.903, "charge": 1, "multiplicity": 1, "e_lumo_ev": -4.27, "total_energy_ev": -65845.8896, "orbital_gap_ha": 0.28039, "max_force_ev_per_a": 1.1, "elements": ["O", "C", "O", "P", "O", "I", "C", "C", "C", "N", "C", "C", "H", "H", "H", "H", "H", "H", "C", "C", "C", "C", "N", "H", "H", "H", "H", "H", "H", "H", "C", "C", "C", "C", "N", "H", "H", "H", "H", "H", "H", "H", "C", "C", "C", "C", "N", "H", "H", "H", "H", "H", "H", "H", "C", "C", "C", "C", "N", "H", "H", "H", "H", "H", "H", "H", "C", "C", "C", "C", "N", "H", "H", "H", "H", "H", "H", "H", "C", "C", "C", "C", "N", "H", "H", "H", "H", "H", "H", "H"], "coordinates": [[-1.06, -7.45, 1.26], [-1.16, -6.55, 2.01], [-0.16, -6.03, 2.76], [1.13, -5.46, 1.80], [2.31, -6.42, 2.32], [1.67, -3.28, 2.75], [-2.43, -5.79, 2.23], [-3.09, -5.88, 3.45], [-4.24, -5.14, 3.62], [-4.68, -4.34, 2.63], [-4.04, -4.24, 1.46], [-2.90, -4.97, 1.22], [1.98, -7.00, 3.02], [-2.76, -6.51, 4.26], [-4.81, -5.17, 4.53], [-5.51, -3.79, 2.78], [-4.43, -3.59, 0.69], [-2.39, -4.89, 0.28], [0.62, 1.15, -1.94], [1.64, 0.80, -0.87], [1.47, -0.64, -0.36], [0.15, -0.82, 0.23], [-0.91, -0.93, 0.66], [-0.40, 1.10, -1.55], [0.78, 2.16, -2.30], [0.69, 0.47, -2.79], [1.54, 1.50, -0.04], [2.64, 0.92, -1.28], [2.22, -0.87, 0.40], [1.59, -1.35, -1.17], [-4.40, 0.17, -3.39], [-3.45, -0.54, -2.43], [-3.98, -1.91, -1.96], [-5.26, -1.76, -1.26], [-6.26, -1.64, -0.70], [-5.36, 0.39, -2.92], [-3.96, 1.11, -3.72], [-4.58, -0.44, -4.28], [-3.28, 0.09, -1.56], [-2.49, -0.69, -2.91], [-3.27, -2.38, -1.29], [-4.13, -2.57, -2.82], [2.31, 5.42, 1.68], [1.29, 6.21, 0.87], [0.58, 5.35, -0.19], [1.54, 4.80, -1.15], [2.31, 4.39, -1.89], [3.12, 5.03, 1.05], [2.77, 6.05, 2.43], [1.84, 4.57, 2.19], [1.79, 7.05, 0.38], [0.54, 6.62, 1.54], [-0.15, 5.95, -0.74], [0.05, 4.52, 0.28], [0.87, -8.37, 5.40], [0.76, -8.41, 6.92], [-0.60, -8.92, 7.42], [-1.69, -8.06, 6.96], [-2.56, -7.40, 6.61], [0.15, -7.68, 4.97], [1.87, -8.04, 5.11], [0.71, -9.36, 4.97], [0.95, -7.41, 7.32], [1.54, -9.06, 7.32], [-0.61, -8.94, 8.51], [-0.79, -9.93, 7.06], [6.50, 7.21, -3.37], [6.64, 5.70, -3.23], [5.59, 5.09, -2.29], [5.71, 5.64, -0.94], [5.81, 6.07, 0.12], [6.66, 7.71, -2.42], [7.24, 7.60, -4.07], [5.51, 7.48, -3.74], [7.64, 5.45, -2.87], [6.53, 5.23, -4.22], [5.72, 4.01, -2.24], [4.58, 5.29, -2.65], [-1.61, 6.57, -5.58], [-1.42, 6.12, -4.13], [-0.97, 4.66, -4.02], [-1.97, 3.76, -4.59], [-2.76, 3.06, -5.04], [-2.40, 6.00, -6.07], [-1.89, 7.62, -5.62], [-0.69, 6.45, -6.15], [-2.35, 6.26, -3.58], [-0.66, 6.75, -3.66], [-0.83, 4.39, -2.97], [-0.02, 4.50, -4.54]], "lowdin_charge": [0.19, -0.57, -0.28, 0.51, -0.33, 0.45, -0.07, 0.06, 0.02, 0.13, 0.01, 0.07, 0.05, 0.10, 0.15, 0.19, 0.12, 0.14, -0.11, -0.25, -0.20, -0.28, 0.14, 0.06, 0.04, 0.08, 0.11, 0.11, 0.09, 0.12, -0.10, -0.26, -0.19, -0.25, 0.15, 0.07, 0.04, 0.08, 0.11, 0.11, 0.09, 0.12, -0.10, -0.25, -0.18, -0.23, 0.18, 0.05, 0.08, 0.07, 0.11, 0.11, 0.11, 0.12, -0.11, -0.25, -0.17, -0.21, 0.15, 0.05, 0.07, 0.09, 0.12, 0.11, 0.12, 0.13, -0.11, -0.26, -0.21, -0.24, 0.15, 0.07, 0.07, 0.08, 0.11, 0.11, 0.12, 0.08, -0.10, -0.26, -0.19, -0.22, 0.16, 0.07, 0.07, 0.08, 0.11, 0.10, 0.09, 0.12]}



# 2
{"formula": "C32H37F3IN7Si2Tl", "method": "ωB97M-V/def2-TZVPD", "homo_ev": [-10.229, -11.217], "charge": 1, "multiplicity": 1, "e_lumo_ev": [-3.26, -3.54], "total_energy_ev": -80911.5425, "orbital_gap_ha": [0.25607, 0.28207], "max_force_ev_per_a": 0.4, "elements": ["Tl", "C", "C", "C", "C", "N", "C", "C", "C", "C", "C", "C", "N", "C", "C", "C", "C", "C", "N", "H", "H", "H", "H", "H", "H", "H", "H", "H", "H", "H", "F", "C", "F", "F", "N", "C", "C", "C", "C", "N", "C", "C", "H", "H", "H", "H", "C", "Si", "C", "C", "C", "Si", "C", "C", "C", "H", "H", "H", "H", "H", "H", "H", "H", "H", "H", "H", "H", "H", "H", "H", "H", "H", "H", "H", "I", "C", "C", "N", "N", "C", "H", "H", "H"], "coordinates": [[1.88, -0.26, -0.25], [4.93, -3.66, 0.87], [4.16, -4.34, 1.81], [3.22, -3.63, 2.54], [3.08, -2.27, 2.31], [3.79, -1.62, 1.38], [4.70, -2.31, 0.69], [2.11, -1.44, 3.09], [1.75, -1.79, 4.39], [0.82, -1.01, 5.05], [0.31, 0.11, 4.42], [0.75, 0.42, 3.14], [1.61, -0.36, 2.49], [0.28, 1.66, 2.43], [-0.21, 2.76, 3.19], [-0.62, 3.92, 2.52], [-0.54, 3.98, 1.17], [0.00, 2.83, 0.37], [0.38, 1.65, 1.14], [5.68, -4.18, 0.29], [4.29, -5.40, 1.96], [2.61, -4.13, 3.27], [5.26, -1.75, -0.04], [2.20, -2.65, 4.87], [0.51, -1.26, 6.06], [-0.42, 0.73, 4.92], [-0.25, 2.71, 4.27], [-0.98, 4.77, 3.08], [-0.83, 4.87, 0.63], [0.95, 3.19, -0.05], [1.04, -1.68, -5.21], [0.29, -1.68, -4.12], [0.63, -0.68, -3.32], [-1.00, -1.62, -4.41], [-5.40, -3.47, 1.25], [-4.33, -3.13, 1.04], [-2.97, -2.69, 0.78], [-1.98, -2.88, 1.73], [-0.70, -2.44, 1.44], [-0.39, -1.82, 0.30], [-1.35, -1.64, -0.60], [-2.66, -2.07, -0.42], [-2.20, -3.37, 2.67], [0.10, -2.58, 2.15], [-1.07, -1.14, -1.52], [-3.40, -1.91, -1.18], [-1.51, 2.97, -3.82], [-0.44, 3.42, -2.37], [-0.52, 5.25, -2.05], [1.32, 2.97, -2.80], [-0.92, 2.44, -0.84], [-2.77, 2.29, -0.42], [-3.65, 1.40, -1.81], [-3.59, 3.94, -0.19], [-2.98, 1.29, 1.16], [-1.09, 3.40, -4.74], [-2.53, 3.35, -3.72], [-1.56, 1.89, -3.96], [-0.32, 5.81, -2.97], [0.23, 5.56, -1.31], [-1.51, 5.56, -1.68], [1.66, 3.53, -3.67], [1.40, 1.90, -3.04], [2.02, 3.18, -1.99], [-0.64, 1.40, -1.10], [-3.94, 2.09, -2.60], [-4.58, 0.95, -1.44], [-3.05, 0.62, -2.26], [-3.57, 4.53, -1.12], [-3.13, 4.53, 0.60], [-4.64, 3.80, 0.07], [-2.22, 0.51, 1.24], [-3.97, 0.82, 1.19], [-2.90, 1.93, 2.04], [2.11, -7.14, -2.10], [2.40, -5.11, -2.05], [3.17, -4.36, -2.90], [3.07, -3.08, -2.46], [2.28, -2.96, -1.39], [1.87, -4.19, -1.13], [3.77, -4.63, -3.75], [3.50, -2.26, -2.87], [1.21, -4.38, -0.30]], "lowdin_charge": [0.83, -0.05, -0.04, -0.01, -0.24, 0.04, -0.15, -0.24, 0.00, -0.02, 0.01, -0.19, 0.10, -0.24, 0.01, -0.06, -0.03, -0.38, 0.06, 0.11, 0.12, 0.11, 0.11, 0.12, 0.12, 0.11, 0.10, 0.12, 0.10, 0.13, 0.15, -0.40, 0.05, 0.15, 0.19, -0.15, -0.21, 0.02, -0.11, 0.02, -0.14, 0.01, 0.13, 0.10, 0.09, 0.13, -0.17, 0.46, -0.16, -0.17, -0.34, 0.48, -0.17, -0.16, -0.15, 0.04, 0.03, 0.03, 0.04, 0.04, 0.03, 0.04, 0.01, 0.03, 0.04, 0.02, 0.04, 0.02, 0.03, 0.02, 0.05, 0.01, 0.04, 0.03, 0.89, -0.79, -0.14, -0.02, -0.04, -0.22, 0.12, 0.15, 0.10]}